{"formula": "C6H8", "method": "the ωB97M-V functional and the def2-TZVPD basis", "e_tot_ha": -233.31178, "gap_ha": 0.3959, "smiles": "C#CC1CCC1", "symbols": ["H", "H", "C", "C", "H", "H", "H", "H", "C", "C", "C", "H", "H", "C"], "xyz": [[3.987110, -0.793097, 0.123160], [-1.002430, -1.581669, 0.894081], [0.438545, 0.048683, 0.336706], [1.805569, -0.221479, -0.133614], [-2.061683, 0.160742, -1.351828], [-0.500782, -1.654838, -0.795259], [-0.213849, 1.771045, -1.008992], [-0.682400, 1.909042, 0.693428], [-0.699891, -0.973529, 0.035402], [-0.500679, 1.202718, -0.122999], [-1.651226, 0.188862, -0.337207], [-2.502859, 0.306236, 0.336907], [0.615824, 0.179066, 1.411365], [2.968751, -0.541784, -0.081154]], "forces_ev_per_angstrom": [[-0.13, 0.02, -0.42], [0.07, 0.15, -0.13], [0.03, -0.02, 0.21], [0.35, -0.11, 0.51], [0.21, -0.06, 0.14], [0.16, 0.16, 0.09], [0.10, -0.18, 0.04], [0.05, -0.03, -0.23], [-0.03, -0.19, -0.03], [0.00, 0.21, -0.09], [-0.21, 0.02, -0.01], [0.16, 0.05, 0.02], [-0.32, -0.24, -0.08], [-0.45, 0.22, -0.01]]}

=====

{"formula": "C4H7NO", "method": "the ωB97M-V functional and the def2-TZVPD basis", "e_tot_ha": -286.56208, "gap_ha": 0.3791, "smiles": "C[C@H]1CN=CO1", "symbols": ["H", "H", "C", "C", "H", "H", "N", "O", "C", "H", "H", "H", "C"], "xyz": [[2.564983, -0.810629, -1.076849], [-1.500967, 0.435375, 1.955922], [-0.518972, 0.414501, 1.457862], [1.540123, -0.580737, -0.776255], [-0.185473, 1.454496, 1.319937], [-0.919320, -0.086375, -1.960942], [1.007030, 0.457074, -1.287828], [0.868895, -1.372528, 0.049164], [-0.556314, -0.395096, 0.174754], [-0.846323, 1.439700, -1.069619], [-1.188222, -1.265405, 0.187220], [0.178937, -0.103071, 2.113328], [-0.447694, 0.409717, -1.095537]], "forces_ev_per_angstrom": [[-0.14, -0.27, 0.61], [0.27, -0.11, -0.30], [0.22, -0.33, 0.05], [-0.04, 0.82, -0.41], [-0.02, -0.48, -0.14], [0.24, 0.05, 0.26], [0.40, -0.06, -1.15], [-1.83, 1.94, 0.03], [1.20, -1.11, 0.17], [0.07, -0.55, 0.47], [-0.67, 0.14, 0.06], [-0.03, 0.15, 0.31], [0.33, -0.20, 0.05]]}

=====

{"formula": "C5H23NO8", "method": "the ωB97M-V functional and the def2-TZVPD basis", "e_tot_ha": -860.92568, "gap_ha": 0.3577, "smiles": "CN[C@H](C=O)[C@H](C)O.O.O.O.O.O.O", "symbols": ["H", "H", "H", "H", "O", "H", "H", "H", "N", "H", "C", "H", "C", "H", "H", "C", "H", "O", "H", "H", "O", "H", "O", "O", "C", "H", "C", "H", "H", "O", "H", "O", "O", "H", "H", "H", "H"], "xyz": [[3.247956, 2.334214, -1.326728], [-0.779627, 1.698456, 0.727924], [1.831772, 0.008407, 0.434036], [1.377115, -1.973336, -1.679496], [-3.509092, -1.480228, 0.584557], [2.081430, 3.119805, -0.998286], [-0.636184, 2.694663, -1.555148], [-0.164106, -0.698946, 2.416908], [0.132774, -0.490585, -0.649766], [-1.036132, 4.172056, -1.501235], [0.704576, -1.124102, -1.835493], [1.290270, -0.376387, -2.376146], [0.215792, 0.112766, 1.789549], [-2.258100, 0.227396, -1.149413], [-2.002131, -2.926943, -1.218226], [0.907816, -0.554823, 0.584442], [-1.807055, 0.327815, 1.138834], [3.930795, -0.057477, 2.684796], [-0.755929, -0.932501, -0.526337], [-1.658294, -3.118884, -2.663784], [-2.903572, 0.741273, -1.635687], [-0.109902, -1.431568, -2.480867], [-0.297657, 3.588203, -1.689550], [1.208971, 0.744639, 2.569437], [-1.000855, 0.966785, 1.507905], [1.693404, 1.458679, 2.142820], [1.170636, -2.058432, 0.802603], [2.169880, -2.512825, 0.875153], [3.070374, -0.400334, 2.969981], [-2.247093, -2.620463, -2.099530], [-2.834483, -2.162945, 0.634776], [2.899000, 2.822830, -0.569105], [0.201042, -2.779999, 0.886662], [-2.662802, 1.669129, -1.628333], [3.726392, 0.879814, 2.798506], [-1.414829, 1.485313, 2.365039], [-3.782137, -1.351462, -0.330782]], "forces_ev_per_angstrom": [[0.56, -0.15, 0.37], [-0.04, 0.14, 0.04], [0.13, -0.22, -0.17], [-0.17, -0.16, 0.27], [0.03, 0.32, 0.29], [-0.24, 0.39, 0.57], [0.11, 0.01, -0.02], [0.24, 0.06, 0.22], [-0.23, 0.39, -0.36], [-0.03, 0.11, 0.04], [0.65, 0.80, -0.31], [0.06, -0.07, -0.10], [-0.32, -0.56, 0.48], [0.37, 0.35, 0.13], [-0.04, -0.08, -0.02], [0.25, -0.12, -1.06], [0.01, 0.01, -0.05], [-0.53, 0.20, 0.23], [-0.45, -0.30, 0.57], [0.12, -0.19, -0.40], [-0.65, -0.16, -0.44], [-0.02, -0.01, -0.08], [0.12, -0.26, 0.02], [0.11, -0.02, 1.08], [-0.05, 0.13, -1.11], [-0.46, 0.01, -0.62], [-0.82, 0.03, 0.75], [0.21, 0.31, -0.03], [0.19, -0.28, -0.09], [-0.05, 0.13, 0.49], [-0.12, -0.07, -0.18], [-0.50, -0.25, -0.87], [0.25, -0.14, -0.07], [0.19, -0.11, 0.22], [0.58, 0.04, -0.13], [0.37, -0.06, 0.39], [0.16, -0.24, -0.07]]}

=====

{"formula": "H9N3Si2", "method": "the ωB97M-V functional and the def2-TZVPD basis", "e_tot_ha": -748.61648, "gap_ha": 0.3592, "smiles": "[H]/N=[SiH]/N.N[SiH3]", "symbols": ["N", "H", "H", "H", "H", "N", "N", "H", "H", "H", "H", "H", "Si", "Si"], "xyz": [[-0.703161, -3.707615, 0.434881], [-2.381058, -0.924680, -0.600051], [-2.372408, -2.009513, 1.979422], [2.836756, 1.529700, -0.594387], [-0.355189, -4.474304, 0.953715], [0.387780, 1.928175, -0.725592], [-1.427463, -1.144936, -0.297805], [2.300750, 3.766068, -1.063556], [1.905950, 2.676201, 1.169998], [-0.282253, 2.299909, -0.111882], [-0.895080, -1.180680, -1.093260], [-0.001720, 1.499090, -1.511045], [1.883068, 2.529424, -0.232297], [-1.443192, -2.359134, 0.908137]], "forces_ev_per_angstrom": [[-0.44, 1.55, 0.37], [0.37, 0.39, 0.33], [-0.03, 0.15, 0.21], [0.97, -0.64, -0.14], [0.10, -0.71, 0.60], [0.30, 0.47, 1.25], [-2.99, 0.38, 2.35], [-0.20, -0.48, 0.91], [-0.19, 0.48, 1.33], [-1.58, 0.13, 0.51], [1.91, -0.53, -1.96], [-0.19, -0.50, -1.14], [0.92, 0.57, -2.72], [1.05, -1.27, -1.90]]}

=====

{"formula": "C25H45N2P3SScSe", "method": "the ωB97M-V functional and the def2-TZVPD basis", "e_tot_ha": -5672.51042, "gap_ha": [0.0864, 0.1534], "charge": 3, "symbols": ["C", "H", "H", "N", "C", "H", "P", "H", "H", "H", "H", "C", "H", "C", "H", "H", "H", "H", "H", "H", "H", "C", "C", "H", "C", "C", "C", "H", "H", "C", "H", "Se", "C", "H", "C", "C", "H", "C", "C", "Sc", "C", "C", "H", "H", "S", "H", "C", "C", "H", "H", "H", "C", "H", "H", "H", "H", "H", "P", "H", "C", "C", "H", "H", "N", "H", "C", "H", "H", "H", "C", "H", "H", "H", "C", "P", "H", "H", "H"], "xyz": [[1.189725, 3.412867, 1.761389], [2.600757, -2.665062, 5.806972], [3.187191, -0.906283, 3.456626], [-0.353209, -2.573113, 2.605115], [1.665305, -1.434339, -6.869562], [-2.420786, -2.053186, -5.135494], [1.751077, 2.139633, 0.540383], [-1.622132, 3.361096, -3.786448], [-1.244625, -0.146067, -4.006863], [-2.896069, 2.346921, 2.762171], [3.454575, -2.031227, 2.102280], [0.617628, -2.229727, -7.145102], [-0.088551, -1.920056, -7.921197], [2.463268, 3.223153, -0.768594], [0.384670, 4.030738, 1.344701], [0.430632, -3.222105, -6.724195], [3.720922, -2.565635, 3.794796], [-2.692142, -1.257298, 1.347978], [0.132209, 3.074094, -3.517029], [-1.694516, -4.395653, -4.692066], [-0.037063, 4.498105, -0.943972], [-0.817603, -1.153836, -4.051874], [0.964373, -2.740815, -3.412672], [-1.386012, -0.570994, 3.449288], [-2.958270, -0.197591, 1.212194], [3.110005, -1.952684, 3.131000], [-2.999315, 2.102368, -1.586105], [-3.343643, -0.096926, 0.189241], [4.158824, 2.081546, 0.960955], [-0.876872, 2.660721, -3.379035], [-0.931809, 1.702117, -3.910998], [1.366220, -1.960762, 0.329598], [0.456654, -1.409516, -3.502304], [-1.511455, 3.245321, 2.106001], [-1.509886, -2.236309, -4.574583], [3.287872, 1.532699, 1.354992], [3.441834, 3.536564, -0.387086], [-1.035248, 0.440233, 3.200124], [0.200508, -3.818459, -3.859060], [0.223102, 0.295575, -0.614937], [0.528972, -2.732385, 6.639827], [-1.066219, -3.556936, -4.404456], [-1.454974, 1.147725, 3.936755], [-2.305736, -2.613726, 4.644606], [1.383760, -0.075801, -2.965156], [-3.746113, 0.073241, 1.933130], [-2.272300, 2.490801, 1.869011], [-1.273563, -2.660824, 4.963780], [0.552966, -4.850088, -3.779799], [0.796516, -2.813051, 7.701581], [-1.552962, 4.818541, -1.819863], [-0.836376, -2.674262, 6.300100], [-1.600501, 4.358376, -0.095522], [-3.495282, 2.414639, -0.658974], [0.818490, 2.916286, 2.668008], [-3.452200, 2.641441, -2.429946], [1.972840, -0.705314, -7.631812], [-1.189842, 2.442435, -1.589713], [2.288567, -1.504483, -5.962075], [0.888727, -2.319652, 2.089587], [-0.285277, -2.751028, 3.997342], [-1.089346, -0.645657, -1.404062], [2.040828, 4.059291, 2.019383], [1.750439, -2.424437, 3.145634], [-1.559043, -2.651754, 7.110332], [-1.085449, 4.191351, -1.048398], [2.587389, 2.637501, -1.688488], [1.931475, -2.895473, -2.928647], [3.211745, 1.672341, 2.444520], [1.054996, -2.720441, 4.328366], [-1.185765, -2.501402, 2.023797], [3.381044, 0.457879, 1.140313], [-3.161075, 1.023763, -1.713140], [1.515226, -2.696511, 5.642747], [-1.469537, 0.870665, 1.459207], [1.835717, 4.097079, -0.982505], [0.058419, 0.439279, 3.306405], [-2.904677, 2.894483, 1.071474]], "forces_ev_per_angstrom": [[-0.14, -0.24, -0.13], [-0.66, -0.03, 0.36], [-0.20, -0.25, -0.01], [0.64, 0.23, -0.83], [2.16, 1.27, 0.50], [-0.16, -0.09, 0.35], [0.73, 1.50, 0.61], [0.29, -0.22, 0.04], [0.27, -0.61, -0.30], [0.16, -0.05, -0.31], [0.32, -0.02, 0.16], [-2.12, -1.38, -0.79], [0.02, -0.02, 0.21], [0.03, -0.25, -0.03], [0.26, -0.15, 0.09], [0.31, 0.31, 0.07], [-0.01, 0.00, -0.22], [-0.11, 0.37, -0.06], [-0.26, -0.10, -0.05], [0.02, 0.21, -0.14], [-0.42, -0.03, -0.06], [-0.39, -0.52, -0.15], [-0.02, -0.42, -0.16], [0.08, 0.55, -0.08], [-0.09, 0.02, -0.09], [0.66, -0.02, -0.17], [-0.05, -0.06, -0.17], [0.09, -0.01, 0.35], [-0.31, -0.30, 0.30], [0.07, 0.03, -0.14], [0.00, 0.46, 0.15], [0.01, 0.03, -0.29], [0.52, 0.29, 0.67], [-0.20, -0.24, 0.00], [-0.52, 0.28, -0.47], [-0.11, -0.45, -0.06], [-0.22, 0.19, -0.39], [0.55, -0.24, 0.22], [0.08, 0.43, 0.36], [-0.19, -0.36, 0.20], [0.43, -0.09, -0.30], [0.48, -0.07, -0.01], [0.14, -0.28, -0.47], [-0.15, -0.02, 0.39], [0.50, -0.35, 0.00], [0.27, -0.14, -0.22], [0.08, 0.32, -0.29], [0.33, -0.48, 0.65], [-0.06, 0.42, 0.12], [-0.01, 0.21, -0.59], [0.07, -0.10, 0.26], [-0.23, -0.15, -0.60], [0.14, -0.06, -0.24], [0.19, -0.07, -0.38], [0.15, 0.18, -0.16], [0.00, -0.13, 0.28], [0.00, -0.15, 0.31], [-0.44, 0.19, -0.19], [-0.45, 0.01, -0.37], [-0.40, -0.49, 2.51], [-0.28, 0.35, -0.40], [-0.62, 0.12, -0.10], [-0.23, -0.20, -0.06], [-0.81, 0.16, -0.83], [0.02, 0.01, -0.21], [0.04, 0.11, -0.01], [0.17, 0.27, 0.10], [-0.23, 0.05, -0.29], [0.07, -0.04, -0.37], [0.30, 0.80, -0.20], [0.36, -0.29, 0.38], [0.24, 0.35, 0.12], [0.03, 0.30, -0.08], [-0.11, -0.27, 0.13], [-1.40, -0.09, 1.02], [0.29, -0.30, 0.10], [-0.19, -0.03, 0.17], [0.21, -0.18, 0.25]]}

=====

{"formula": "C4H6O2", "method": "the ωB97M-V functional and the def2-TZVPD basis", "e_tot_ha": -306.39703, "gap_ha": 0.3744, "smiles": "O=CCCC=O", "symbols": ["C", "H", "C", "H", "H", "H", "H", "C", "O", "O", "H", "C"], "xyz": [[-0.525123, -0.802585, 0.458141], [0.137766, -1.664000, 0.273343], [0.316626, 0.341551, 0.950109], [2.119599, 1.248177, 0.086029], [-0.843348, -1.155812, -1.726321], [0.134136, 1.457049, 0.306982], [0.381300, 0.625112, 1.999965], [1.255969, 0.616490, -0.100425], [1.024711, 0.139180, -1.221195], [-1.587973, 0.656479, -1.163246], [-1.363590, -1.102594, 1.099839], [-0.963215, -0.363165, -0.971248]], "forces_ev_per_angstrom": [[-0.32, 0.32, -0.68], [-0.14, 0.20, 0.40], [-0.31, 1.47, -0.80], [0.19, 0.41, -0.03], [-0.13, 0.17, -0.10], [-1.54, -1.22, 1.72], [0.50, -0.05, -0.37], [1.29, -1.15, -0.54], [1.34, 0.31, 0.19], [0.16, -0.23, -0.03], [0.15, 0.31, -0.27], [-1.21, -0.54, 0.54]]}

=====

The records above give, respectively, energy relative to the best compared isomer or geometry (same formula, charge and spin) values of 197.51 182.65 294.69 285.72 159.00 286.87 kJ/mol.